# 1
Formula: C18H22BCl2CoF4N5
Source: the OMol25 dataset
Level of theory: ωB97M-V with the def2-TZVPD basis set

ORCA input file:
```
! RIJCOSX wB97M-V def2-TZVPD def2/J DEFGRID3
* xyz 0 2
Co 0.060 -0.083 -0.055
C -0.047 -4.389 -0.084
C 0.420 -4.625 -1.371
C 0.932 -3.576 -2.104
C 0.962 -2.297 -1.549
N 0.446 -2.058 -0.323
C -0.018 -3.094 0.386
C 1.541 -1.117 -2.189
C 2.401 -1.179 -3.284
C 2.978 -0.012 -3.751
C 2.700 1.193 -3.113
C 1.839 1.245 -2.025
C 1.233 0.084 -1.549
H -0.435 -5.182 0.538
H 0.389 -5.621 -1.793
H 1.310 -3.729 -3.104
H -0.373 -2.870 1.381
H 2.645 -2.124 -3.754
H 3.654 -0.041 -4.595
H 3.158 2.106 -3.474
H 1.640 2.201 -1.562
Cl 0.103 -0.698 2.600
C 1.538 0.282 3.078
Cl 2.190 1.213 1.752
H 2.285 -0.420 3.427
H 1.212 0.952 3.864
C -2.818 0.704 0.858
N -4.265 0.688 0.718
C -4.762 -0.642 1.042
N -4.183 -1.669 0.172
C -2.735 -1.620 0.300
N -2.154 -0.298 -0.044
C -2.573 0.001 -1.451
N -4.020 -0.014 -1.596
C -4.588 0.987 -0.683
C -4.523 -1.329 -1.215
H -2.548 0.453 1.886
H -2.448 1.688 0.615
H -5.847 -0.659 0.932
H -4.511 -0.875 2.080
H -2.308 -2.365 -0.373
H -2.459 -1.862 1.330
H -2.128 -0.759 -2.099
H -2.181 0.973 -1.732
H -5.673 0.993 -0.801
H -4.190 1.969 -0.936
H -4.093 -2.083 -1.879
H -5.608 -1.343 -1.324
F 0.502 3.995 -0.604
B -0.557 3.169 -0.895
F -0.288 1.874 -0.167
F -0.657 2.862 -2.237
F -1.758 3.641 -0.387
*
```

Results
energy above the lowest of the compared OMol25 structures with the same formula, charge and spin = 17.22 kcal/mol
LUMO (alpha / beta) = -0.00595 / -0.00787 Ha
gap between HOMO and LUMO (alpha / beta) = 8.3750 / 8.1683 eV
maximum force = 0.48 eV Å⁻¹

# 2
Formula: C17H38BO3
Source: the OMol25 dataset
Level of theory: ωB97M-V with the def2-TZVPD basis set

ORCA input file:
```
! RIJCOSX wB97M-V def2-TZVPD def2/J DEFGRID3
* xyz -1 1
C 5.456 -1.181 1.746
O 6.260 -0.035 1.951
C 7.420 0.042 1.141
C 7.273 0.908 -0.115
C 6.438 2.168 0.055
C 4.907 2.007 0.138
C 4.278 0.982 -0.815
B 2.759 0.736 -0.467
C 1.906 -0.451 -1.024
C 0.861 -0.967 0.004
C -0.553 -1.024 -0.557
C -1.503 -1.812 0.363
C -2.447 -0.894 1.148
C -3.722 -0.600 0.364
C -4.641 0.259 1.219
C -5.845 0.843 0.464
O -6.282 2.089 0.987
C -5.439 3.163 0.640
H 5.555 -1.594 0.747
H 4.422 -0.900 1.925
H 5.705 -1.954 2.474
H 8.231 0.411 1.761
H 7.716 -0.962 0.833
H 8.283 1.228 -0.367
H 6.940 0.308 -0.953
H 6.773 2.739 0.918
H 6.638 2.800 -0.809
H 4.642 1.767 1.160
H 4.466 2.971 -0.097
H 4.318 1.388 -1.830
H 4.819 0.045 -0.851
H 2.222 1.528 0.256
H 1.340 -0.053 -1.868
H 2.532 -1.264 -1.375
H 1.148 -1.979 0.273
H 0.881 -0.360 0.907
H -0.935 -0.021 -0.711
H -0.503 -1.545 -1.510
H -0.898 -2.399 1.048
H -2.114 -2.495 -0.219
H -2.739 -1.413 2.061
H -1.944 0.043 1.376
H -4.210 -1.532 0.104
H -3.446 -0.064 -0.540
H -5.016 -0.355 2.037
H -4.082 1.063 1.689
H -5.587 0.927 -0.590
H -6.673 0.150 0.540
H -4.638 3.288 1.371
H -6.032 4.074 0.654
H -5.009 3.038 -0.352
C -6.774 -2.245 -1.749
C -5.684 -1.537 -2.596
O -4.756 -2.398 -3.033
H -6.327 -2.734 -0.878
H -7.534 -1.529 -1.382
H -7.290 -3.001 -2.346
H -5.311 -0.704 -1.936
H -6.256 -0.967 -3.383
*
```

Results
energy above the lowest of the compared OMol25 structures with the same formula, charge and spin = 9.16 kcal/mol
LUMO = 0.08159 Ha
gap between HOMO and LUMO = 4.6116 eV
maximum force = 1.07 eV Å⁻¹

# 3
Formula: C8H6FNO
Source: the OMol25 dataset
Level of theory: ωB97M-V with the def2-TZVPD basis set

ORCA input file:
```
! RIJCOSX wB97M-V def2-TZVPD def2/J DEFGRID3
* xyz 0 1
C -3.304 0.468 -1.070
C 1.568 0.497 -0.725
C 1.092 1.118 0.427
C 0.819 -0.595 -1.270
C -0.126 0.738 0.882
C -0.414 -0.926 -0.823
C -0.991 -0.250 0.274
C -2.343 -0.567 0.654
N -3.735 0.841 -2.069
O -2.845 -0.235 1.843
F -2.776 -1.812 0.273
H 2.361 0.831 -1.317
H 1.574 2.064 0.781
H 1.102 -1.152 -2.155
H -0.594 1.367 1.797
H -1.056 -1.737 -1.186
H -3.568 -0.781 2.007
*
```

Results
energy above the lowest of the compared OMol25 structures with the same formula, charge and spin = 38.91 kcal/mol
LUMO = -0.03743 Ha
gap between HOMO and LUMO = 8.6566 eV
maximum force = 5.72 eV Å⁻¹